1.
{
  "formula": "C3H9N",
  "method": "the ωB97M-V functional and the def2-TZVPD basis",
  "symbols": ["C", "H", "H", "H", "H", "C", "C", "N", "H", "H", "H", "H", "H"],
  "positions_angstrom": [[-2.46, 0.89, 1.52], [-2.34, -0.10, 1.07], [-3.44, 1.11, 1.91], [-1.72, 0.92, 2.31], [-2.27, 1.61, 0.73], [1.90, -0.30, 0.11], [0.01, -0.20, -1.25], [1.11, -0.77, -1.02], [2.81, -0.89, 0.20], [2.23, 0.73, -0.06], [1.29, -0.32, 1.01], [-0.55, -0.56, -2.10], [-0.38, 0.62, -0.63]],
  "lumo_energy_ha": 0.03729,
  "e_above_lowest_kcal_mol": 28.0,
  "homo_lumo_gap_ha": 0.3915,
  "e_homo_ha": -0.35421,
  "e_tot_ev": -4745.893,
  "smiles": "C=NC.C",
  "total_charge": 0
}

---

2.
{
  "formula": "C2H2N2O",
  "method": "the ωB97M-V functional and the def2-TZVPD basis",
  "symbols": ["C", "C", "H", "H", "N", "N", "O"],
  "positions_angstrom": [[-0.94, 0.69, 0.01], [0.40, 1.02, -0.05], [-1.89, 1.36, -0.01], [1.05, 1.93, 0.10], [0.21, -1.14, -0.03], [-0.95, -0.69, 0.02], [1.16, -0.10, 0.02]],
  "lumo_energy_ha": 0.02884,
  "e_above_lowest_kcal_mol": 52.6,
  "homo_lumo_gap_ha": 0.4155,
  "e_homo_ha": -0.38662,
  "e_tot_ev": -7131.564,
  "smiles": "c1conn1",
  "total_charge": 0
}

---

3.
{
  "formula": "C15H31CuF6N6O12S6",
  "method": "the ωB97M-V functional and the def2-TZVPD basis",
  "symbols": ["Cu", "C", "C", "C", "C", "N", "C", "C", "C", "C", "C", "H", "H", "H", "H", "H", "H", "H", "H", "H", "H", "H", "H", "H", "H", "H", "H", "H", "H", "H", "H", "C", "C", "N", "C", "C", "N", "C", "C", "H", "H", "H", "H", "H", "H", "H", "H", "H", "H", "H", "N", "S", "O", "O", "F", "S", "O", "O", "F", "N", "S", "O", "O", "F", "S", "O", "O", "F", "N", "S", "O", "O", "F", "S", "O", "O", "F"],
  "positions_angstrom": [[1.53, -1.04, 2.86], [-1.78, -0.25, 0.89], [-1.52, 0.20, -0.49], [-2.78, 0.74, -1.26], [-3.71, -0.36, -1.81], [-5.04, 0.08, -2.55], [-4.74, 0.84, -3.86], [-5.93, 0.54, -4.66], [-6.27, -0.92, -4.49], [-5.98, -1.11, -2.99], [-5.78, 1.02, -1.51], [-2.44, -1.11, 1.01], [-2.00, 0.62, 1.52], [-0.84, -0.67, 1.26], [-1.18, -0.66, -1.07], [-0.72, 0.94, -0.52], [-2.48, 1.44, -2.04], [-3.30, 1.48, -0.65], [-4.16, -0.92, -1.00], [-3.10, -1.04, -2.40], [-4.49, 1.88, -3.65], [-3.84, 0.35, -4.24], [-6.75, 1.14, -4.26], [-5.78, 0.77, -5.72], [-7.31, -1.20, -4.64], [-5.63, -1.56, -5.11], [-6.89, -1.21, -2.40], [-5.42, -2.03, -2.83], [-6.78, 1.27, -1.86], [-5.25, 1.97, -1.45], [-5.77, 0.60, -0.50], [2.91, 1.50, -3.79], [4.32, 1.77, -3.23], [4.40, 1.49, -1.76], [3.34, 1.14, -0.95], [3.90, 0.90, 0.32], [5.21, 1.29, 0.31], [5.55, 1.42, -0.99], [6.18, 1.26, 1.36], [3.00, 1.64, -4.87], [2.09, 2.10, -3.38], [2.58, 0.47, -3.64], [4.56, 2.83, -3.32], [5.11, 1.19, -3.71], [2.30, 1.08, -1.23], [3.43, 0.56, 1.23], [6.56, 1.51, -1.36], [7.16, 1.28, 0.88], [6.21, 0.37, 1.98], [6.23, 2.17, 1.96], [-0.26, -1.77, 4.06], [-0.36, -3.19, 5.03], [-1.35, -4.19, 4.66], [0.09, -3.18, 6.39], [0.94, -3.84, 4.29], [-1.54, -1.19, 4.64], [-1.49, -0.90, 6.08], [-2.79, -1.61, 4.06], [-1.42, 0.33, 4.07], [2.70, -1.76, 0.98], [3.69, -3.04, 1.57], [5.04, -3.16, 1.09], [3.05, -4.29, 2.05], [3.81, -2.21, 2.93], [2.44, -2.52, -0.28], [1.57, -3.69, -0.27], [3.40, -2.35, -1.36], [1.32, -1.37, -0.70], [2.21, 0.90, 3.52], [3.52, 1.52, 4.37], [3.31, 1.61, 5.81], [4.50, 2.40, 3.71], [4.27, 0.05, 4.31], [1.49, 2.25, 3.51], [1.85, 3.24, 2.53], [0.80, 2.66, 4.74], [0.27, 1.53, 2.79]],
  "lumo_energy_ha": -0.03387,
  "e_above_lowest_kcal_mol": 43.2,
  "homo_lumo_gap_ha": 0.2937,
  "e_homo_ha": -0.32758,
  "e_tot_ev": -175514.820,
  "total_charge": 0
}

---

4.
{
  "formula": "C60H41IN5Na",
  "method": "the ωB97M-V functional and the def2-TZVPD basis",
  "symbols": ["Na", "C", "C", "C", "C", "C", "C", "C", "C", "C", "C", "C", "N", "C", "C", "C", "C", "C", "C", "C", "C", "C", "C", "C", "C", "C", "N", "C", "C", "C", "C", "C", "C", "C", "C", "C", "C", "C", "C", "N", "C", "C", "N", "C", "C", "C", "C", "C", "C", "H", "H", "H", "H", "H", "H", "H", "H", "H", "H", "H", "H", "H", "H", "H", "H", "H", "H", "H", "H", "H", "H", "H", "H", "H", "H", "H", "H", "I", "C", "C", "C", "C", "C", "C", "C", "C", "C", "C", "H", "H", "H", "H", "H", "H", "N", "C", "C", "C", "C", "C", "C", "H", "H", "H", "H", "H", "H", "H"],
  "positions_angstrom": [[1.53, -0.47, 1.64], [2.16, 7.36, -0.26], [2.99, 6.25, -0.15], [2.50, 4.97, -0.30], [1.14, 4.71, -0.59], [0.30, 5.85, -0.62], [0.80, 7.13, -0.48], [0.68, 3.35, -0.74], [1.48, 2.11, -0.40], [1.22, 0.93, -1.45], [0.71, -0.08, -0.57], [-0.09, 0.85, 0.48], [0.93, 1.71, 0.89], [-0.93, 0.50, 1.71], [-0.91, -0.65, 2.41], [-1.88, -1.09, 3.44], [-1.93, -2.43, 3.35], [-1.05, -2.79, 2.21], [-1.44, -3.69, 1.20], [-2.04, -4.96, 1.55], [-2.98, -5.61, 0.72], [-3.56, -6.81, 1.08], [-3.24, -7.44, 2.29], [-2.31, -6.81, 3.12], [-1.71, -5.62, 2.75], [-1.70, -2.99, -0.08], [-2.05, -1.68, -0.03], [-2.27, -1.28, -1.30], [-2.67, 0.08, -1.66], [-3.74, 0.10, -2.70], [-4.90, -0.66, -2.51], [-5.90, -0.70, -3.47], [-5.74, 0.00, -4.66], [-4.58, 0.72, -4.88], [-3.59, 0.77, -3.91], [-2.19, 1.29, -1.23], [-2.71, 2.56, -1.69], [-1.81, 3.54, -1.46], [-0.64, 2.94, -0.85], [-1.00, 1.63, -0.54], [-2.09, -2.35, -2.21], [-1.70, -3.44, -1.42], [-0.23, -1.76, 1.94], [-1.91, 1.57, 2.07], [-3.27, 1.29, 2.00], [-4.22, 2.27, 2.29], [-3.81, 3.55, 2.64], [-2.45, 3.84, 2.69], [-1.51, 2.87, 2.40], [2.54, 8.36, -0.15], [4.05, 6.39, 0.06], [3.16, 4.13, -0.16], [-0.77, 5.72, -0.72], [0.11, 7.97, -0.52], [1.06, 1.05, -2.51], [0.34, -1.02, -0.95], [-2.51, -0.44, 4.03], [-2.63, -3.10, 3.83], [-3.26, -5.14, -0.22], [-4.28, -7.27, 0.41], [-3.70, -8.38, 2.57], [-2.03, -7.28, 4.06], [-0.96, -5.18, 3.40], [-5.00, -1.22, -1.58], [-6.80, -1.28, -3.29], [-6.52, -0.04, -5.42], [-4.44, 1.25, -5.82], [-2.68, 1.32, -4.09], [-3.67, 2.68, -2.17], [-1.91, 4.56, -1.79], [-2.21, -2.32, -3.28], [-1.43, -4.43, -1.77], [-3.57, 0.30, 1.68], [-5.27, 2.03, 2.22], [-4.55, 4.31, 2.86], [-2.13, 4.85, 2.94], [-0.45, 3.09, 2.39], [1.77, -3.29, -0.23], [3.14, -2.23, -1.41], [4.02, -3.03, -2.15], [5.00, -2.46, -2.93], [5.12, -1.08, -2.96], [4.25, -0.27, -2.23], [4.47, 1.17, -2.24], [3.91, 2.00, -1.36], [2.93, 1.57, -0.32], [2.33, 0.16, -0.76], [3.21, -0.83, -1.45], [3.91, -4.10, -2.10], [5.67, -3.09, -3.51], [5.89, -0.60, -3.55], [5.19, 1.55, -2.96], [4.19, 3.05, -1.40], [3.36, 1.70, 0.68], [3.08, -0.93, 3.82], [4.07, -0.91, 2.84], [4.40, -2.08, 2.15], [5.37, -2.07, 1.17], [6.05, -0.90, 0.86], [5.74, 0.26, 1.55], [4.76, 0.26, 2.53], [2.68, -0.04, 4.08], [2.40, -1.67, 3.78], [3.85, -3.00, 2.36], [5.58, -2.98, 0.62], [6.79, -0.89, 0.07], [6.23, 1.19, 1.30], [4.49, 1.18, 3.04]],
  "lumo_energy_ha": 0.12283,
  "e_above_lowest_kcal_mol": 168.2,
  "homo_lumo_gap_ha": 0.1296,
  "e_homo_ha": -0.00677,
  "e_tot_ev": -82848.425,
  "total_charge": -2
}

---

5.
{
  "formula": "C25H59NO19S5",
  "method": "the ωB97M-V functional and the def2-TZVPD basis",
  "symbols": ["C", "C", "O", "O", "C", "C", "C", "C", "C", "C", "C", "N", "O", "C", "O", "H", "H", "H", "H", "H", "H", "H", "H", "H", "H", "H", "H", "H", "H", "H", "H", "H", "H", "H", "O", "S", "O", "O", "C", "C", "C", "H", "H", "H", "H", "H", "H", "H", "H", "O", "S", "O", "O", "C", "C", "C", "H", "H", "H", "H", "H", "H", "H", "H", "O", "S", "O", "O", "C", "C", "C", "H", "H", "H", "H", "H", "H", "H", "H", "O", "S", "O", "O", "C", "C", "C", "H", "H", "H", "H", "H", "H", "H", "H", "O", "S", "O", "O", "C", "C", "C", "H", "H", "H", "H", "H", "H", "H", "H"],
  "positions_angstrom": [[-4.72, -4.44, 1.82], [-3.82, -3.33, 2.27], [-3.45, -2.45, 1.51], [-3.44, -3.42, 3.56], [-3.27, -2.17, 4.23], [-4.50, -1.82, 5.06], [-4.09, -0.66, 5.98], [-5.69, -1.44, 4.18], [-5.39, -0.25, 3.26], [-6.59, 0.19, 2.38], [-7.76, -0.79, 2.26], [-8.75, -0.73, 3.36], [-4.75, -2.97, 5.90], [-6.00, -3.49, 5.89], [-6.83, -3.26, 6.75], [-4.19, -4.98, 1.05], [-5.62, -4.03, 1.37], [-4.93, -5.14, 2.62], [-3.00, -1.37, 3.56], [-2.45, -2.29, 4.93], [-3.94, -1.07, 6.97], [-3.14, -0.23, 5.67], [-4.84, 0.11, 6.03], [-5.92, -2.29, 3.54], [-6.54, -1.17, 4.79], [-4.56, -0.46, 2.60], [-5.15, 0.59, 3.90], [-6.21, 0.35, 1.38], [-7.00, 1.14, 2.70], [-8.29, -0.53, 1.35], [-7.43, -1.81, 2.11], [-8.35, -0.23, 4.14], [-9.50, -0.14, 3.05], [-6.20, -4.21, 5.08], [0.71, -0.45, -2.20], [1.58, -1.33, -1.49], [1.90, -2.62, -2.03], [1.04, -1.50, -0.01], [-0.33, -1.92, 0.17], [-0.52, -3.40, -0.12], [3.06, -0.48, -1.09], [-1.00, -1.30, -0.43], [-0.56, -1.72, 1.22], [-0.35, -3.62, -1.18], [-1.53, -3.70, 0.13], [0.19, -4.00, 0.45], [2.80, 0.49, -0.67], [3.61, -0.34, -2.02], [3.64, -1.07, -0.39], [-3.28, 1.53, -5.45], [-2.08, 1.79, -4.71], [-2.14, 2.53, -3.48], [-1.04, 2.50, -5.69], [-1.47, 3.69, -6.39], [-1.54, 4.91, -5.49], [-1.18, 0.31, -4.46], [-2.43, 3.49, -6.88], [-0.73, 3.84, -7.17], [-2.32, 4.80, -4.73], [-1.77, 5.79, -6.09], [-0.60, 5.06, -4.98], [-1.11, -0.24, -5.39], [-1.72, -0.27, -3.72], [-0.20, 0.56, -4.07], [1.26, 5.35, 1.25], [0.97, 4.08, 1.85], [1.98, 3.07, 1.92], [-0.35, 3.49, 1.19], [-0.38, 3.36, -0.25], [0.47, 2.21, -0.75], [0.31, 4.34, 3.46], [-0.08, 4.30, -0.71], [-1.42, 3.19, -0.51], [1.53, 2.39, -0.55], [0.35, 2.08, -1.82], [0.19, 1.28, -0.25], [-0.47, 5.09, 3.41], [1.13, 4.68, 4.09], [-0.08, 3.39, 3.83], [7.33, -4.37, -5.55], [7.59, -3.69, -4.31], [7.90, -4.44, -3.13], [6.39, -2.69, -4.01], [5.05, -3.24, -4.01], [4.75, -4.05, -2.77], [8.84, -2.47, -4.55], [4.89, -3.82, -4.91], [4.39, -2.37, -4.05], [5.35, -4.95, -2.72], [3.70, -4.33, -2.76], [4.95, -3.47, -1.87], [8.60, -1.89, -5.43], [9.78, -3.01, -4.69], [8.89, -1.85, -3.66], [4.79, 2.08, -0.95], [6.12, 2.09, -0.43], [6.52, 1.10, 0.52], [6.42, 3.54, 0.14], [5.48, 4.08, 1.10], [5.60, 3.44, 2.47], [7.29, 2.12, -1.75], [4.46, 3.99, 0.71], [5.72, 5.14, 1.16], [5.32, 2.39, 2.45], [4.95, 3.96, 3.18], [6.63, 3.50, 2.83], [6.99, 2.88, -2.47], [7.26, 1.13, -2.22], [8.27, 2.31, -1.35]],
  "lumo_energy_ha": 0.00591,
  "homo_lumo_gap_ha": 0.3599,
  "e_homo_ha": -0.35404,
  "e_tot_ev": -121448.532,
  "smiles": "CC(=O)OC[C@@](C)(CCCCN)OC=O.CCOS(C)(=O)=O.CCOS(C)(=O)=O.CCOS(C)(=O)=O.CCOS(C)(=O)=O.CCOS(C)(=O)=O",
  "total_charge": 0
}

---

6.
{
  "formula": "C2H4N2O3",
  "method": "the ωB97M-V functional and the def2-TZVPD basis",
  "symbols": ["C", "C", "N", "N", "O", "O", "O", "H", "H", "H", "H"],
  "positions_angstrom": [[0.00, 0.86, 0.35], [-0.26, -1.41, -0.52], [1.15, 1.80, 0.35], [0.51, -0.28, -0.21], [-1.07, 1.03, 0.92], [2.26, 1.57, -0.22], [-1.64, -1.44, -0.47], [0.11, -2.26, 0.39], [-0.01, -1.90, -1.46], [0.86, 2.79, 0.73], [-1.91, -0.76, 0.14]],
  "lumo_energy_ha": [-0.09591, -0.03427],
  "e_above_lowest_kcal_mol": 136.6,
  "homo_lumo_gap_ha": [0.2541, 0.3391],
  "e_homo_ha": [-0.35005, -0.37334],
  "e_tot_ev": -11256.642,
  "total_charge": 0
}

---

7.
{
  "formula": "C3H6N4",
  "method": "the ωB97M-V functional and the def2-TZVPD basis",
  "symbols": ["C", "C", "C", "H", "H", "H", "H", "H", "H", "N", "N", "N", "N"],
  "positions_angstrom": [[-0.24, 0.06, -1.64], [-0.60, -1.17, -1.05], [0.07, -0.92, 0.28], [0.50, 1.81, 1.85], [-1.08, 1.07, 1.74], [1.00, 1.48, -1.06], [-0.38, 0.24, -2.64], [-0.76, -1.93, -1.89], [0.80, -1.20, 1.92], [0.03, 0.93, 1.62], [0.64, 0.40, 0.38], [-0.01, 1.04, -0.72], [0.03, -1.81, 1.22]],
  "lumo_energy_ha": 0.02524,
  "e_above_lowest_kcal_mol": 126.6,
  "homo_lumo_gap_ha": 0.3370,
  "e_homo_ha": -0.31173,
  "e_tot_ev": -9163.364,
  "smiles": "[H]/N=c1/cc[nH]n1N",
  "total_charge": 0
}

---

8.
{
  "formula": "C4H14N2O",
  "method": "the ωB97M-V functional and the def2-TZVPD basis",
  "symbols": ["N", "C", "C", "N", "C", "C", "H", "H", "H", "H", "H", "H", "H", "H", "H", "H", "H", "H", "H", "H", "O"],
  "positions_angstrom": [[0.94, 1.07, -0.95], [-2.05, 0.87, -1.51], [-1.94, 0.82, -0.18], [0.23, -1.43, 1.16], [0.79, -1.86, 2.39], [0.99, -1.77, 0.03], [1.63, 0.88, -1.66], [0.98, 0.46, -0.16], [-1.88, 1.82, -2.01], [-2.15, -0.04, -2.08], [-1.72, -0.14, 0.27], [-2.07, 1.68, 0.46], [0.31, -2.76, 2.75], [0.63, -1.09, 3.15], [1.85, -2.14, 2.34], [0.99, -2.85, -0.20], [0.50, -1.36, -0.86], [2.04, -1.49, 0.09], [0.35, 1.95, -1.01], [0.01, 4.11, -1.01], [-0.43, 3.25, -1.02]],
  "lumo_energy_ha": -0.15030,
  "e_above_lowest_kcal_mol": 225.3,
  "homo_lumo_gap_ha": 0.1237,
  "e_homo_ha": -0.27400,
  "e_tot_ev": -9393.835,
  "total_charge": 0
}

---

9.
{
  "formula": "C43H39ClFN10O5RuS3",
  "method": "the ωB97M-V functional and the def2-TZVPD basis",
  "symbols": ["Ru", "N", "C", "C", "C", "C", "C", "C", "S", "N", "C", "C", "C", "C", "C", "C", "N", "H", "H", "H", "H", "H", "H", "H", "H", "H", "F", "C", "C", "C", "C", "O", "C", "C", "N", "C", "C", "C", "C", "C", "C", "N", "C", "C", "N", "C", "C", "C", "O", "O", "H", "H", "H", "H", "H", "H", "H", "H", "H", "H", "H", "H", "H", "H", "H", "H", "H", "H", "N", "C", "C", "C", "C", "C", "C", "S", "O", "O", "N", "C", "S", "C", "C", "N", "H", "H", "H", "H", "H", "H", "H", "H", "Cl", "C", "C", "C", "C", "N", "C", "H", "H", "H", "H"],
  "positions_angstrom": [[-1.13, 2.18, 0.40], [1.65, -0.44, 2.40], [2.49, -1.15, 1.52], [3.07, -2.34, 1.93], [3.90, -3.04, 1.07], [4.13, -2.57, -0.21], [3.52, -1.40, -0.63], [2.71, -0.68, 0.23], [1.98, 0.84, -0.35], [0.87, 1.15, 0.86], [0.81, 0.56, 1.99], [-0.26, 0.98, 2.91], [-0.03, 1.18, 4.26], [-1.07, 1.64, 5.05], [-2.32, 1.79, 4.48], [-2.47, 1.55, 3.13], [-1.45, 1.18, 2.34], [1.47, -0.85, 3.30], [2.87, -2.71, 2.93], [4.37, -3.95, 1.42], [4.80, -3.10, -0.88], [3.69, -1.02, -1.63], [0.96, 1.03, 4.68], [-0.91, 1.86, 6.10], [-3.17, 2.12, 5.07], [-3.43, 1.62, 2.64], [0.32, -4.66, 0.52], [0.17, -3.93, -0.61], [-0.32, -2.66, -0.50], [-0.44, -1.83, -1.61], [-0.86, -0.44, -1.45], [-1.38, -0.05, -0.39], [-0.64, 0.37, -2.61], [-0.38, -0.20, -3.81], [-0.19, -1.54, -3.98], [-0.02, -2.05, -5.32], [-1.05, -1.69, -6.35], [-0.96, -3.09, -5.84], [-0.09, -2.35, -2.87], [0.38, -3.66, -2.97], [0.56, -4.47, -1.85], [1.10, -5.76, -2.01], [1.05, -6.76, -0.96], [1.02, -8.15, -1.59], [2.23, -8.33, -2.47], [2.27, -7.26, -3.52], [2.31, -5.91, -2.81], [-0.61, 1.88, -2.51], [-1.03, 2.55, -3.44], [-0.03, 2.32, -1.43], [-0.60, -2.28, 0.48], [-0.30, 0.41, -4.70], [1.02, -2.08, -5.65], [-0.72, -1.47, -7.35], [-1.89, -1.09, -6.01], [-0.57, -3.86, -6.49], [-1.74, -3.43, -5.16], [0.61, -4.05, -3.95], [0.14, -6.65, -0.38], [1.90, -6.67, -0.27], [0.14, -8.26, -2.21], [1.03, -8.92, -0.82], [2.22, -9.26, -2.89], [3.07, -8.25, -1.89], [1.37, -7.35, -4.12], [3.15, -7.41, -4.15], [2.39, -5.12, -3.55], [3.21, -5.86, -2.18], [1.97, 4.92, 7.21], [1.73, 4.96, 5.86], [0.88, 5.93, 5.31], [0.60, 5.93, 3.96], [1.14, 4.95, 3.14], [1.99, 3.99, 3.66], [2.30, 4.00, 5.01], [0.67, 4.85, 1.45], [1.58, 3.99, 0.76], [0.38, 6.16, 0.95], [-0.76, 3.99, 1.51], [-1.99, 4.53, 1.65], [-2.43, 6.22, 1.78], [-4.08, 5.75, 1.88], [-4.21, 4.41, 1.77], [-3.03, 3.72, 1.66], [1.71, 5.72, 7.76], [2.74, 4.39, 7.55], [0.46, 6.70, 5.95], [-0.02, 6.71, 3.53], [2.44, 3.26, 2.99], [2.99, 3.27, 5.42], [-4.87, 6.48, 2.00], [-5.14, 3.87, 1.79], [-6.56, 2.98, -1.70], [-4.93, 3.51, -1.62], [-4.56, 4.77, -2.07], [-3.23, 5.14, -2.00], [-2.31, 4.25, -1.47], [-2.68, 3.05, -1.02], [-3.96, 2.68, -1.09], [-5.31, 5.45, -2.47], [-2.90, 6.10, -2.36], [-1.26, 4.49, -1.42], [-4.21, 1.69, -0.72]],
  "lumo_energy_ha": [-0.18141, -0.17795],
  "homo_lumo_gap_ha": [0.2338, 0.2374],
  "e_homo_ha": [-0.41517, -0.41532],
  "e_tot_ev": -120676.886,
  "spin_multiplicity": 2,
  "total_charge": 2
}